(A)
Here is C3H10N2O2 as an isolated structure from the OMol25 dataset. Energies are from ωB97M-V/def2-TZVPD.

Geometry (Å):
C  -0.4870  0.3640  0.3874
C  -1.3162  -0.8048  -0.8918
C  0.3986  -0.5247  1.2313
N  -0.0898  1.0825  -0.7130
N  1.0940  0.8514  -1.2047
O  0.1667  2.1373  1.3014
O  -0.4393  -1.5475  -1.6498
H  0.9629  2.1532  1.8510
H  -0.0444  -2.2389  -1.1040
H  -1.4099  0.7325  0.8097
H  1.7929  0.3048  -0.7106
H  1.3112  1.3288  -2.0659
H  -1.8548  -1.3882  -0.1443
H  -1.9724  -0.2194  -1.5246
H  0.0687  -0.4549  2.2654
H  1.4370  -0.1946  1.2310
H  0.3819  -1.5814  0.9315

Kohn-Sham gap (spin up / spin down): 7.3505 / 7.3509 eV
molecular weight: 106.1 g mol⁻¹

For each atom in turn, the Löwdin charge in e is: number 1, C, carries -0.37; number 2, C, carries -0.14; number 3, C, carries -0.07; number 4, N, carries 0.04; number 5, N, carries 0.12; number 6, O, carries -0.37; number 7, O, carries -0.05; number 8, H, carries -0.07; number 9, H, carries 0.09; number 10, H, carries 0.12; number 11, H, carries 0.12; number 12, H, carries 0.13; number 13, H, carries 0.11; number 14, H, carries 0.10; number 15, H, carries 0.09; number 16, H, carries 0.07; number 17, H, carries 0.07

---

(B)
Here is one molecule with the formula C3H10N2O2 from the OMol25 dataset. Energies are from ωB97M-V/def2-TZVPD.

Geometry (Å):
C  0.2106  1.4657  -0.1782
C  0.3897  -0.0359  0.0657
N  0.7424  -0.2445  1.4635
N  1.3657  -0.6600  -0.8177
C  -0.9562  -0.7710  -0.1418
O  -1.4859  -0.4384  -1.3882
O  -1.8680  -0.4341  0.8570
H  -0.5396  1.8648  0.4988
H  -0.1152  1.6283  -1.2019
H  1.1520  1.9860  -0.0102
H  1.5730  0.2891  1.6957
H  0.9632  -1.2249  1.6075
H  0.9492  -0.8201  -1.7272
H  2.1705  -0.0544  -0.9445
H  -0.7557  -1.8636  -0.1092
H  -2.4446  -0.5011  -1.3072
H  -1.3510  -0.1857  1.6378

structure (SMILES): CC(N)(N)C(O)O
Kohn-Sham gap: 10.4823 eV
molecular weight: 106.1 g mol⁻¹

For each atom in turn, the Löwdin charge in e is: number 1, C, carries -0.02; number 2, C, carries -0.61; number 3, N, carries 0.07; number 4, N, carries 0.08; number 5, C, carries -0.45; number 6, O, carries 0.01; number 7, O, carries 0.00; number 8, H, carries 0.08; number 9, H, carries 0.08; number 10, H, carries 0.08; number 11, H, carries 0.08; number 12, H, carries 0.09; number 13, H, carries 0.08; number 14, H, carries 0.08; number 15, H, carries 0.15; number 16, H, carries 0.11; number 17, H, carries 0.08

---

(C)
Here is a 2-piece molecular cluster, C3H10N2O2 overall from the OMol25 dataset. Energies are from ωB97M-V/def2-TZVPD.

Geometry (Å):
C  -1.0487  0.4782  0.5318
C  0.1639  -0.0650  -1.8375
C  1.3523  0.5991  1.7169
N  0.4944  -0.1620  0.8090
N  0.0276  -1.0486  -2.7152
O  -1.4684  -0.0807  -0.5565
O  -1.7851  0.1880  1.7115
H  -2.4090  -0.4970  1.4347
H  -0.8331  1.5624  0.5322
H  0.2919  -1.0901  1.1735
H  0.2222  -1.9968  -2.4262
H  -0.3677  -0.9623  -3.6445
H  -0.1439  0.8924  -2.2581
H  0.7992  -0.2364  -0.3066
H  1.6051  1.5502  1.2480
H  2.2791  0.0667  1.9393
H  0.8203  0.8020  2.6479

Kohn-Sham gap: 8.7034 eV
molecular weight: 106.1 g mol⁻¹

For each atom in turn, the Löwdin charge in e is: number 1, C, carries -0.55; number 2, C, carries -0.09; number 3, C, carries -0.09; number 4, N, carries -0.06; number 5, N, carries 0.00; number 6, O, carries -0.15; number 7, O, carries -0.01; number 8, H, carries 0.09; number 9, H, carries 0.14; number 10, H, carries 0.13; number 11, H, carries 0.09; number 12, H, carries 0.09; number 13, H, carries 0.06; number 14, H, carries 0.09; number 15, H, carries 0.08; number 16, H, carries 0.08; number 17, H, carries 0.08

---

(D)
Here is a 3-piece molecular cluster, C3H10N2O2 overall from the OMol25 dataset. Energies are from ωB97M-V/def2-TZVPD.

Geometry (Å):
C  -0.7055  0.1600  0.3280
C  -2.3198  -0.6879  -0.7553
C  2.4904  0.3768  -0.1911
N  -0.0452  -0.7192  -0.4127
N  1.6882  -0.6011  0.5094
O  -0.6473  1.4655  0.0041
O  -0.9792  -0.0416  1.6307
H  -0.0741  1.5595  -0.7699
H  -1.3172  0.7745  2.0243
H  -0.1396  -1.6693  -0.0764
H  1.5442  -0.2804  1.4693
H  -2.6789  -1.4563  -0.0807
H  -2.1215  -1.0186  -1.7660
H  -2.9015  0.2275  -0.7392
H  2.1386  1.4239  -0.1282
H  3.5184  0.3845  0.2005
H  2.5502  0.1022  -1.2467

Kohn-Sham gap (spin up / spin down): 7.8963 / 7.8574 eV
molecular weight: 106.1 g mol⁻¹

For each atom in turn, the Löwdin charge in e is: number 1, C, carries -0.69; number 2, C, carries 0.03; number 3, C, carries -0.24; number 4, N, carries 0.13; number 5, N, carries -0.07; number 6, O, carries 0.09; number 7, O, carries 0.10; number 8, H, carries 0.12; number 9, H, carries 0.13; number 10, H, carries 0.10; number 11, H, carries 0.04; number 12, H, carries 0.02; number 13, H, carries 0.02; number 14, H, carries 0.02; number 15, H, carries 0.05; number 16, H, carries 0.07; number 17, H, carries 0.06

---

Least stable: (A)

---

(A)
Here is C3H10N2O2 as an isolated structure from the OMol25 dataset. Energies are from ωB97M-V/def2-TZVPD.

Geometry (Å):
C  -1.6157  -0.4207  1.2463
C  0.8311  1.5012  -0.8683
C  0.3845  0.5317  0.2178
N  -1.0207  0.3200  0.1511
H  0.6241  0.9411  1.2143
H  -2.6957  -0.3280  1.1652
H  -1.2995  0.0241  2.1892
H  -1.3707  -1.4886  1.2554
H  1.8904  1.7355  -0.7659
H  0.2502  2.4181  -0.7887
H  0.6570  1.0522  -1.8444
N  1.1621  -0.7294  0.0593
O  0.8121  -1.4782  -1.5510
O  -0.3909  -1.8938  -1.6246
H  -1.2745  -0.1097  -0.7344
H  2.1619  -0.6072  -0.0207
H  0.8945  -1.4683  0.6993

Kohn-Sham gap (spin up / spin down): 8.4159 / 8.3997 eV
molecular weight: 106.1 g mol⁻¹

For each atom in turn, the Löwdin charge in e is: number 1, C, carries -0.12; number 2, C, carries -0.04; number 3, C, carries -0.44; number 4, N, carries -0.08; number 5, H, carries 0.14; number 6, H, carries 0.08; number 7, H, carries 0.08; number 8, H, carries 0.07; number 9, H, carries 0.08; number 10, H, carries 0.08; number 11, H, carries 0.08; number 12, N, carries 0.08; number 13, O, carries -0.17; number 14, O, carries -0.19; number 15, H, carries 0.10; number 16, H, carries 0.13; number 17, H, carries 0.12

---

(B)
Here is a 3-piece molecular cluster, C3H10N2O2 overall from the OMol25 dataset. Energies are from ωB97M-V/def2-TZVPD.

Geometry (Å):
C  0.5005  0.2873  2.2853
N  -0.2383  0.0526  1.0600
C  0.5031  -0.2283  -0.0824
C  -0.2052  -1.4152  -0.7261
N  0.0936  -1.8100  -1.9507
O  -1.0720  -1.9940  -0.0467
H  1.0787  -0.6029  2.5419
H  1.1356  1.1643  2.2017
H  -0.1998  0.5132  3.0886
H  -0.8691  -0.8054  1.0682
H  0.6009  0.6830  -0.7777
H  1.4992  -0.6059  0.1983
H  -2.0082  0.7568  -1.5876
H  -2.5201  0.4723  -1.1364
H  0.3413  -0.9445  -2.4533
H  0.9242  2.4841  -2.1787
O  0.4355  1.9927  -1.5043

Kohn-Sham gap: 4.8785 eV
molecular weight: 106.1 g mol⁻¹

For each atom in turn, the Löwdin charge in e is: number 1, C, carries -0.06; number 2, N, carries 0.03; number 3, C, carries -0.17; number 4, C, carries -0.61; number 5, N, carries 0.24; number 6, O, carries 0.01; number 7, H, carries 0.10; number 8, H, carries 0.10; number 9, H, carries 0.09; number 10, H, carries 0.12; number 11, H, carries 0.07; number 12, H, carries 0.17; number 13, H, carries 0.04; number 14, H, carries 0.05; number 15, H, carries 0.07; number 16, H, carries -0.02; number 17, O, carries -0.22

---

Least stable: (B)